{
  "formula": "C23H29ClN6O",
  "method": "ωB97M-V with the def2-TZVPD basis set",
  "species": ["C", "O", "C", "C", "C", "C", "C", "C", "N", "C", "C", "N", "C", "C", "C", "C", "C", "Cl", "C", "C", "C", "N", "N", "N", "N", "C", "C", "C", "C", "C", "C", "H", "H", "H", "H", "H", "H", "H", "H", "H", "H", "H", "H", "H", "H", "H", "H", "H", "H", "H", "H", "H", "H", "H", "H", "H", "H", "H", "H", "H"],
  "xyz": [[1.4512, 3.8985, -2.5014], [2.0931, 2.9270, -1.7174], [3.1607, 2.2427, -2.2502], [3.7157, 2.5660, -3.4793], [4.7757, 1.8460, -4.0055], [5.3024, 0.7913, -3.2879], [4.7689, 0.4710, -2.0551], [3.6887, 1.1646, -1.5042], [3.2473, 0.7690, -0.2462], [2.9320, -0.6202, -0.0039], [1.4214, -0.8662, -0.1056], [0.7517, -0.0420, 0.8866], [-0.6511, -0.3401, 1.1301], [-0.7920, -1.7719, 1.6012], [-1.1638, -2.7929, 0.7346], [-1.2694, -4.0984, 1.1821], [-0.9951, -4.3866, 2.5089], [-1.1345, -6.0125, 3.0778], [-0.6061, -3.3843, 3.3843], [-0.5054, -2.0845, 2.9247], [-1.5661, -0.0621, -0.0273], [-1.1553, 0.1463, -1.2588], [-2.2330, 0.3655, -1.9959], [-3.2796, 0.3044, -1.2940], [-2.9258, 0.0435, -0.0273], [-3.9932, -0.1493, 0.9511], [-5.1119, 0.8345, 0.5950], [-4.4938, -1.5905, 0.8120], [-3.5234, 0.1147, 2.3791], [0.9984, 1.3621, 0.6007], [2.5080, 1.6192, 0.6519], [0.6019, 4.2360, -1.9078], [1.0855, 3.4802, -3.4445], [2.1049, 4.7530, -2.7084], [3.3113, 3.3836, -4.0548], [5.1796, 2.1170, -4.9689], [6.1347, 0.2241, -3.6770], [5.2061, -0.3352, -1.4857], [3.4435, -1.2569, -0.7238], [3.2644, -0.8818, 1.0079], [1.2141, -1.9171, 0.1057], [1.0811, -0.6278, -1.1239], [-0.9401, 0.3264, 1.9531], [-1.3648, -2.5750, -0.3043], [-1.5607, -4.8860, 0.5052], [-0.3855, -3.6215, 4.4129], [-0.1945, -1.3010, 3.5992], [-5.4488, 0.6711, -0.4242], [-4.7567, 1.8592, 0.6791], [-5.9493, 0.6981, 1.2733], [-3.7059, -2.2978, 1.0647], [-5.3346, -1.7541, 1.4801], [-4.8185, -1.7748, -0.2096], [-4.3912, 0.1057, 3.0340], [-2.8370, -0.6541, 2.7233], [-3.0527, 1.0922, 2.4601], [0.5035, 1.9713, 1.3627], [0.6173, 1.6454, -0.3895], [2.7176, 2.6635, 0.4336], [2.8592, 1.3914, 1.6672]],
  "forces_ev_per_angstrom": [[-0.128, 0.179, -0.146], [0.368, -0.399, 0.057], [-0.089, -0.022, 0.094], [-0.071, 0.118, -0.046], [0.030, -0.006, -0.025], [0.013, -0.032, -0.112], [-0.089, 0.092, -0.068], [0.231, 0.196, -0.234], [-0.148, -0.014, 0.154], [-0.294, -0.334, -0.036], [0.444, -0.201, -0.130], [-0.235, 0.045, 0.028], [0.252, -0.061, 0.300], [-0.096, -0.097, 0.038], [0.068, 0.103, 0.162], [0.024, -0.110, 0.087], [0.009, 0.204, -0.126], [-0.015, -0.172, 0.065], [-0.005, -0.067, 0.026], [-0.030, -0.029, -0.170], [-0.632, 0.234, -0.084], [0.769, -0.167, 0.517], [-0.015, 0.132, -0.901], [-1.110, -0.001, 0.135], [1.319, 0.181, -0.422], [-0.771, -0.192, 0.387], [0.052, -0.101, -0.037], [0.064, 0.128, 0.028], [0.100, -0.017, -0.237], [0.260, 0.290, -0.010], [-0.242, 0.315, 0.188], [0.035, 0.015, -0.082], [0.028, 0.019, 0.031], [-0.027, -0.055, -0.009], [-0.071, 0.077, -0.004], [0.034, 0.029, -0.077], [0.071, -0.048, -0.025], [0.031, -0.035, 0.100], [0.016, 0.021, 0.063], [0.008, -0.081, -0.056], [0.050, 0.019, -0.061], [0.094, -0.103, 0.108], [-0.033, -0.147, -0.109], [-0.050, 0.036, -0.113], [-0.019, -0.101, -0.036], [0.008, -0.051, 0.095], [0.042, 0.113, 0.090], [-0.077, 0.037, 0.028], [0.023, 0.110, 0.001], [-0.045, -0.051, 0.127], [0.002, -0.038, 0.026], [-0.109, -0.024, 0.093], [-0.038, -0.017, -0.078], [-0.076, -0.025, 0.014], [0.049, -0.021, 0.073], [0.043, 0.105, 0.038], [-0.021, 0.016, 0.027], [0.042, 0.006, 0.167], [0.012, -0.076, 0.098], [-0.052, 0.073, -0.012]],
  "mulliken_charge": [-1.11, -0.19, 0.71, -0.60, -0.75, -0.72, -0.36, 0.46, 0.19, -1.53, -0.09, 0.22, 0.27, -0.60, 0.30, -1.00, 0.18, -0.22, -0.92, -0.30, -0.56, 0.16, -1.28, -0.25, 0.98, 1.36, -1.73, -1.46, -1.63, -0.38, -1.48, 0.26, 0.43, 0.38, 0.40, 0.38, 0.37, 0.52, 0.57, 0.26, 0.36, 0.23, 1.00, 0.50, 0.44, 0.45, 0.47, 0.42, 0.40, 0.44, 0.25, 0.45, 0.38, 0.53, 0.33, 0.37, 0.39, 0.39, 0.56, 0.40],
  "multiplicity": 1,
  "e_above_lowest_kj_mol": 220.2,
  "smiles": "COc1ccccc1N1CCN([C@H](c2ccc(Cl)cc2)c2nnnn2C(C)(C)C)CC1"
}